DFT (ωB97M-V/def2-TZVPD) results for a molecular structure, C14H32N6O7Sn.

Last column: Löwdin charge in e.
Cartesian coordinates (Å):
Sn  -1.6486  0.4743  -0.9065  1.32
O  -4.8529  1.4894  -0.2494  -0.20
O  1.2570  1.6914  -1.4312  -0.01
O  -0.0950  2.8576  0.4891  -0.16
O  -3.9523  -0.8818  -1.0870  -0.14
O  1.1177  0.1227  0.9040  0.03
O  -2.3822  -1.6002  1.2896  -0.16
O  -1.5329  -2.6261  -1.0727  0.00
N  -1.0141  1.9675  0.5654  -0.22
N  -2.1620  -0.3707  0.9979  -0.23
N  3.3801  0.5355  0.8918  -0.15
N  -1.0259  -1.4362  -1.4834  -0.10
N  2.5684  -1.6446  1.1090  -0.15
N  0.3808  0.6969  -1.6504  -0.08
C  -1.7943  3.0139  2.6360  -0.02
C  4.5426  0.1362  0.1241  -0.07
C  0.7597  -0.2858  -2.4829  -0.23
C  1.4297  -2.5374  1.0528  -0.04
C  2.0416  -0.2575  -3.2340  0.01
C  -0.0777  -1.4580  -2.4327  -0.23
C  0.1503  -2.7163  -3.1882  0.00
C  -2.9983  1.6917  -1.9028  -0.29
C  -3.4933  0.3413  2.8986  -0.02
C  -2.4652  0.6343  1.8736  -0.26
C  3.6876  -2.1153  1.9143  -0.07
C  3.2379  1.9695  1.0654  -0.04
C  2.2778  -0.2949  0.9860  -0.47
C  -1.8010  1.8836  1.6685  -0.26
H  3.3140  -2.5829  2.8326  0.09
H  3.8858  2.2869  1.8976  0.09
H  2.5131  -1.2438  -3.1801  0.09
H  3.5813  2.4953  0.1630  0.09
H  4.5017  -0.9307  -0.0966  0.08
H  2.7364  0.4848  -2.8381  0.08
H  0.8222  2.2020  -0.6482  0.06
H  -2.0281  3.9681  2.1454  0.09
H  -2.0418  -2.3796  -0.2261  0.08
H  -2.6575  2.7174  -1.9535  -0.04
H  1.7203  -3.5184  1.4494  0.09
H  -3.2879  -0.6144  3.3951  0.08
H  1.0841  -2.6441  0.0115  0.08
H  -4.4732  0.2935  2.4006  0.10
H  -0.7751  -3.3046  -3.2485  0.10
H  -5.7433  1.8750  -0.3894  0.04
H  1.8890  -0.0376  -4.2983  0.10
H  -3.2788  1.2334  -2.8613  -0.04
H  -4.5142  -1.4298  -1.6712  0.08
H  -4.5272  -0.1427  -0.7450  0.02
H  0.4944  -2.5159  -4.2113  0.10
H  5.4508  0.3586  0.6966  0.09
H  0.9210  -3.3312  -2.6989  0.11
H  -2.5428  2.8381  3.4158  0.07
H  -0.7963  3.0849  3.0915  0.09
H  -3.5414  1.1368  3.6456  0.07
H  4.2767  -2.8583  1.3634  0.09
H  4.5950  0.6953  -0.8214  0.09
H  -4.2344  1.7544  -1.0749  -0.08
H  0.5891  -2.1352  1.6371  0.10
H  2.2010  2.2409  1.2815  0.08
H  4.3308  -1.2772  2.1909  0.08

Its total energy is -1621.85586 Eh. As for the largest force on an atom: 3.9 eV/Å. The calculation puts the lowest unoccupied orbital energy (alpha / beta) at -1.35 / -1.35 eV. The calculation puts the HOMO energy (alpha / beta) at -6.60 / -6.72 eV. As for the relative energy (zero: lowest compared OMol25 entry of this formula, charge and spin): 0.00 kcal per mole. Its frontier orbital gap (alpha / beta) is 5.25 / 5.37 eV.